C8H9FN2 | the ωB97M-V functional and the def2-TZVPD basis

```
! wB97M-V def2-TZVPD RIJCOSX def2/J DEFGRID3
* xyz 0 1
C 0.48 2.46 0.28
C -0.53 1.61 0.08
C -0.46 0.17 0.21
C -1.62 -0.68 0.28
C -3.02 -0.24 0.14
N -1.30 -1.93 0.31
N 0.06 -1.99 0.13
C 0.56 -0.74 0.14
C 2.40 -0.60 0.12
C 3.02 -0.74 -1.04
F 3.04 -0.14 1.22
H 0.41 3.45 0.03
H 1.36 2.27 0.70
H -1.51 2.06 -0.35
H -3.14 -0.14 -0.90
H -3.65 -0.98 0.77
H -3.29 0.70 0.64
H 0.53 -2.85 0.41
H 3.99 -0.56 -1.22
H 2.67 -1.12 -1.96
*
```

Output
- energy above the lowest of the compared OMol25 structures with the same formula, charge and spin (eV) = 2.0745
- DFT total energy (Eh) = -519.4748
- orbital gap (eV) = 9.53
- structure (SMILES) = C=Cc1c(C)n[nH]c1C(=C)F

C8H9I2NO6SScY | the ωB97M-V functional and the def2-TZVPD basis

```
! wB97M-V def2-TZVPD RIJCOSX def2/J DEFGRID3
* xyz 4 1
I 1.94 4.35 0.82
I 1.06 3.32 3.05
Sc 0.29 -0.09 2.20
Y 1.77 1.10 -0.67
S -0.87 1.23 0.21
C 1.57 -1.06 -1.65
C 3.91 -0.37 -0.31
C -2.14 0.37 -0.84
C -3.48 0.64 -0.17
C -1.86 -1.12 -0.92
C -2.08 1.02 -2.21
C 2.36 -1.04 3.16
C 0.39 -2.19 1.34
O 4.25 -1.48 -0.24
O 1.58 -2.18 -1.95
O 3.15 -1.87 3.26
O 0.73 -3.15 0.81
H -4.28 0.21 -0.78
H -3.66 1.72 -0.07
H -3.53 0.18 0.82
H -2.59 -1.57 -1.60
H -1.96 -1.61 0.05
H -0.86 -1.34 -1.31
H -2.88 0.61 -2.84
H -1.14 0.83 -2.73
H -2.23 2.10 -2.15
O 4.46 0.36 2.33
N 4.37 0.90 1.29
O 1.72 0.12 1.12
*
```

Output
- DFT total energy (Eh) = -2607.3291
- orbital gap (alpha / beta) (eV) = 3.66 / 3.69

C8H9N | the ωB97M-V functional and the def2-TZVPD basis

```
! wB97M-V def2-TZVPD RIJCOSX def2/J DEFGRID3
* xyz 0 1
C -1.45 3.00 -0.14
C -1.08 1.87 0.08
C -0.61 0.50 0.36
C -1.70 -0.42 0.02
C -2.47 -1.30 -0.27
C 0.68 0.17 -0.32
C 1.46 1.02 -0.98
C 1.21 -1.20 -0.03
N 0.96 -1.59 1.32
H -1.88 3.97 -0.30
H -0.40 0.47 1.44
H -3.25 -1.99 -0.57
H 2.49 0.79 -1.32
H 1.22 2.04 -1.27
H 0.85 -1.94 -0.79
H 2.32 -1.16 -0.21
H 1.64 -2.31 1.58
H 0.01 -1.94 1.40
*
```

Output
- energy above the lowest of the compared OMol25 structures with the same formula, charge and spin (eV) = 4.3825
- DFT total energy (Eh) = -364.8182
- orbital gap (eV) = 10.29
- structure (SMILES) = C#CC(C#C)C(=C)CN

C8H9N2P | the ωB97M-V functional and the def2-TZVPD basis

```
! wB97M-V def2-TZVPD RIJCOSX def2/J DEFGRID3
* xyz 0 1
C -0.06 0.84 -0.02
C -0.38 -0.52 -0.07
C 1.27 0.97 -0.10
C -1.52 2.07 0.10
C -2.78 -0.44 0.17
C -1.63 -1.16 0.08
C 2.15 2.23 -0.06
C -1.49 -2.67 -0.06
N 0.80 -1.20 -0.06
N 1.78 -0.26 -0.14
P -3.03 1.30 0.01
H -1.38 3.20 0.03
H -3.76 -0.90 0.35
H 1.63 2.90 -0.88
H 1.76 2.74 0.84
H 3.19 1.89 -0.11
H -2.58 -3.10 0.03
H -0.79 -3.11 0.69
H -1.15 -2.71 -1.08
H 2.80 -0.50 -0.43
*
```

Output
- energy above the lowest of the compared OMol25 structures with the same formula, charge and spin (eV) = 2.7656
- DFT total energy (Eh) = -760.9662
- orbital gap (eV) = 8.24